{
  "formula": "C6H10O",
  "method": "ωB97M-V/def2-TZVPD",
  "species": ["C", "C", "O", "C", "C", "C", "C", "H", "H", "H", "H", "H", "H", "H", "H", "H", "H"],
  "positions_angstrom": [[-2.0166, -0.5460, 0.2439], [-0.8480, -0.0915, -0.6156], [-0.5115, 1.2673, -0.2563], [0.8480, 1.4490, 0.0434], [1.4843, -0.0299, -1.1033], [1.0688, -0.2228, 0.7739], [0.4559, -0.8649, -0.4185], [-2.8511, 0.1548, 0.1507], [-1.7426, -0.6011, 1.3034], [-2.3659, -1.5344, -0.0730], [-1.1255, -0.1072, -1.6752], [1.3603, 2.0694, -0.6884], [0.9377, 1.9810, 1.0011], [2.5095, -0.3736, -0.8930], [0.3850, 0.0620, 1.5712], [1.9751, -0.6667, 1.1770], [0.4366, -1.9455, -0.5414]],
  "forces_ev_per_angstrom": [[-0.04, -0.03, 0.01], [-0.15, -0.23, -0.06], [-0.08, 0.15, 0.02], [-0.02, 0.53, 0.06], [0.13, -0.24, -0.10], [-0.02, -0.32, 0.32], [-0.01, -0.02, -0.01], [0.12, -0.07, -0.01], [0.00, 0.02, -0.16], [0.06, 0.11, 0.01], [0.03, 0.04, 0.10], [0.00, -0.06, 0.11], [0.01, -0.21, -0.03], [-0.14, -0.06, 0.01], [0.10, 0.01, -0.18], [-0.01, 0.22, -0.21], [0.02, 0.14, 0.13]],
  "mulliken_charge": [-1.345, 0.190, -0.419, -0.270, -0.742, -0.855, 0.018, 0.370, 0.270, 0.359, 0.340, 0.331, 0.339, 0.234, 0.331, 0.334, 0.517],
  "relative_energy_kj_mol": 554.9,
  "homo_lumo_gap_ev": 8.44,
  "fmax_ha_per_bohr": 0.01040,
  "e_homo_ev": -7.7
}